Entry 1:
DFT (ωB97M-V with the def2-TZVPD basis set) results for a 5-piece molecular cluster, C32H33Cl3N3O6 overall at a distorted geometry.

Geometry as XYZ:
```
77
Properties=species:S:1:pos:R:3:mulliken_charge:R:1
C -1.14 -3.72 0.54 -1.0446
N -0.83 -3.08 -0.68 0.2192
C -1.39 -3.57 -1.82 -0.0959
C -0.87 -3.11 -3.03 -0.6422
C 0.09 -2.10 -3.16 0.8890
C 0.54 -1.69 -1.90 -0.5880
C 0.12 -2.08 -0.63 -0.5996
C 0.58 -1.37 -4.34 0.7373
C -0.27 -1.04 -5.41 -0.7571
C 0.30 -0.43 -6.46 -0.1858
N 1.53 0.03 -6.52 0.0362
C 2.32 -0.17 -5.46 -0.4343
C 1.85 -0.94 -4.36 -0.5347
C 1.95 0.89 -7.68 -0.8345
H -0.24 -4.27 0.82 0.4906
H -2.06 -4.29 0.46 0.2959
H -1.01 -3.00 1.36 0.3246
H -2.12 -4.36 -1.81 0.3870
H -1.38 -3.53 -3.89 0.4784
H 1.23 -0.86 -1.88 0.3903
H 0.52 -1.76 0.32 0.2953
H -1.32 -1.25 -5.37 0.5096
H -0.36 -0.15 -7.27 0.3266
H 3.29 0.28 -5.59 0.5277
H 2.49 -1.13 -3.51 0.6783
H 1.21 1.06 -8.47 0.3129
H 2.81 0.42 -8.15 0.3719
H 2.37 1.77 -7.19 0.3562
Cl 2.03 -1.77 3.02 1.8109
O 2.54 -1.84 4.34 -0.6468
O 2.12 -3.00 2.26 -0.7498
O 0.64 -1.45 2.99 -0.5767
O 2.75 -0.81 2.25 -0.7522
Cl 1.71 2.92 4.53 -0.1982
C 1.68 1.66 5.77 0.0519
C 2.79 1.70 6.85 -0.4538
Cl 2.98 3.30 7.79 -0.2184
H 1.73 0.70 5.26 -0.1428
H 0.63 1.75 6.04 0.2944
H 3.76 1.42 6.46 0.3285
H 2.61 0.95 7.62 0.3310
C -0.08 -3.76 5.74 -0.9497
C 0.48 -5.20 5.70 -0.6342
C 1.32 -5.60 4.48 0.3093
C 2.38 -6.53 4.88 0.0728
N 3.31 -7.22 5.23 -0.4802
H -0.86 -3.58 6.48 0.4293
H -0.58 -3.60 4.78 0.1448
H 0.69 -3.03 5.97 0.2345
H -0.38 -5.87 5.75 0.2888
H 0.86 -5.36 6.71 0.4140
H 1.81 -4.78 3.96 -0.0879
H 0.67 -6.07 3.74 0.2684
C 0.39 1.74 0.67 -0.5425
C -0.83 1.50 1.28 -0.7532
C -1.95 2.23 0.90 -0.5382
C -1.91 3.28 0.01 0.0991
C -0.63 3.59 -0.57 0.5747
C 0.48 2.88 -0.21 -0.9842
C -0.64 4.62 -1.64 0.3384
O 0.49 5.09 -2.10 -0.6864
C -1.98 5.13 -2.21 0.3273
C -2.06 5.90 -3.44 -0.7149
C -3.28 6.31 -3.87 -0.3979
C -4.45 6.04 -3.19 -0.4337
C -4.46 5.35 -2.03 -0.6164
C -3.21 4.90 -1.47 0.4292
C -3.16 4.11 -0.19 0.4811
O -4.14 4.18 0.54 -0.5860
H 1.21 1.10 0.97 0.7584
H -0.99 0.76 2.05 0.6315
H -2.89 2.07 1.41 0.4584
H 1.41 3.10 -0.73 0.5378
H -1.15 6.00 -4.01 0.4499
H -3.25 6.97 -4.72 0.3706
H -5.40 6.49 -3.43 0.3658
H -5.40 5.17 -1.53 0.4330
```

- ΔE to the lowest compared entry with this formula, charge and spin: 354.9 kJ/mol
- Charge: +1
- Maximum force: 6.1 eV/Å
- Calculated total energy: -3234.81956 Eh
- HOMO-LUMO gap: 0.189 Ha
- E_HOMO: -11.15 eV
- 2S+1: 1


Entry 2:
DFT (ωB97M-V with the def2-TZVPD basis set) results for one molecule with the formula C5H7NO2 at a distorted geometry.

Geometry as XYZ:
```
15
Properties=species:S:1:pos:R:3:mulliken_charge:R:1
C -1.60 0.95 -0.25 -1.2268
C -0.79 -0.14 0.48 0.2631
C 0.70 0.00 0.15 0.2712
C 1.70 0.95 -0.04 -0.3924
C 1.39 -1.15 -0.05 -0.1078
H -1.15 1.98 -0.02 0.2966
H -1.52 0.68 -1.29 0.3590
H -2.68 0.93 0.05 0.3120
H -1.25 -0.27 1.45 0.4100
H -1.69 -2.02 0.27 0.3015
H 1.57 2.04 -0.14 0.3721
H 1.03 -2.25 -0.11 0.3329
N 2.93 0.52 -0.06 -0.4130
O -1.35 -1.27 -0.32 -0.5592
O 2.71 -0.93 -0.11 -0.2190
```

- ΔE to the lowest compared entry with this formula, charge and spin: 295.2 kJ/mol
- Maximum force: 4.1 eV/Å
- Calculated total energy: -399.85311 Eh
- HOMO-LUMO gap: 0.374 Ha
- E_HOMO: -9.58 eV
- 2S+1: 1


Entry 3:
DFT (ωB97M-V with the def2-TZVPD basis set) results for one molecule with the formula C4H5ClOS at a distorted geometry.

Geometry as XYZ:
```
12
Properties=species:S:1:pos:R:3:mulliken_charge:R:1
C 1.34 0.13 -0.56 -0.4508
C 0.96 1.42 -0.45 -0.2662
C 0.29 -0.84 -0.25 -0.4911
C -0.98 -0.31 0.24 0.3004
O -1.14 -0.59 1.59 -0.4785
S -0.68 1.79 0.08 -0.1097
Cl -2.49 -0.57 -0.70 -0.1587
H 2.35 -0.33 -0.68 0.3128
H 1.48 2.33 -0.46 0.3883
H 0.27 -1.44 -1.21 0.2825
H 0.53 -1.57 0.59 0.2668
H -1.93 -0.02 1.81 0.4042
```

- ΔE to the lowest compared entry with this formula, charge and spin: 106.2 kJ/mol
- Maximum force: 3.9 eV/Å
- Calculated total energy: -1088.97825 Eh
- HOMO-LUMO gap: 0.323 Ha
- E_HOMO: -8.29 eV
- 2S+1: 1


Entry 4:
DFT (ωB97M-V with the def2-TZVPD basis set) results for a 2-piece molecular cluster, C4H8O2 overall.

Geometry as XYZ:
```
14
Properties=species:S:1:pos:R:3:mulliken_charge:R:1
C -0.75 -0.52 -1.67 -0.6010
C 0.30 0.95 0.94 0.0652
O 0.04 2.25 0.77 -0.4681
C 0.07 -0.31 1.69 -0.6276
C 1.18 0.04 0.73 -0.1017
O 0.33 -1.34 -1.25 -0.4976
H -1.51 -0.49 -0.87 0.2071
H -1.20 -0.98 -2.56 0.2822
H -0.47 0.52 -1.89 0.2840
H -0.83 2.46 1.12 0.3285
H 0.33 -0.35 2.75 0.2280
H -0.71 -1.04 1.41 0.1429
H 2.16 -0.27 0.40 0.4514
H 1.15 -0.96 -1.59 0.3068
```

- ΔE to the lowest compared entry with this formula, charge and spin: 415.4 kJ/mol
- Maximum force: 0.7 eV/Å
- Calculated total energy: -307.55420 Eh
- HOMO-LUMO gap: 0.336 Ha
- E_HOMO: -8.40 eV
- 2S+1: 1